{"formula": "C13H46Br2N16O9P", "method": "ωB97M-V/def2-TZVPD", "energy_ha": -7565.8535, "homo_lumo_gap_ev": 6.388, "total_charge": -1, "spin_multiplicity": 1, "homo_energy_ev": -4.2045, "elements": ["C", "O", "C", "P", "C", "Br", "C", "C", "Br", "H", "H", "H", "H", "H", "H", "H", "H", "H", "H", "H", "H", "H", "H", "C", "O", "N", "N", "H", "H", "H", "H", "C", "O", "N", "N", "H", "H", "H", "H", "C", "O", "N", "N", "H", "H", "H", "H", "C", "O", "N", "N", "H", "H", "H", "H", "C", "O", "N", "N", "H", "H", "H", "H", "C", "O", "N", "N", "H", "H", "H", "H", "C", "O", "N", "N", "H", "H", "H", "H", "C", "O", "N", "N", "H", "H", "H", "H"], "positions_angstrom": [[3.26, -2.24, -0.29], [2.70, -1.06, -0.81], [2.35, -0.09, 0.19], [0.84, -0.52, 1.27], [-0.75, -0.98, 2.36], [-1.67, 0.59, 3.07], [-1.80, -1.84, 1.70], [-2.17, -1.50, 0.29], [-1.19, -3.72, 1.80], [3.59, -2.12, 0.74], [2.54, -3.06, -0.30], [4.13, -2.52, -0.90], [2.17, 0.84, -0.31], [3.20, 0.04, 0.88], [-0.07, 0.17, 0.32], [1.02, 0.75, 1.99], [1.70, -1.19, 2.29], [0.63, -1.80, 0.55], [-0.38, -1.51, 3.22], [-2.72, -1.85, 2.29], [-1.30, -1.43, -0.36], [-2.86, -2.24, -0.12], [-2.67, -0.53, 0.28], [-1.53, 4.86, 3.24], [-0.85, 4.57, 2.27], [-1.97, 6.15, 3.46], [-1.89, 3.95, 4.19], [-2.52, 6.41, 4.25], [-1.72, 6.84, 2.77], [-1.61, 2.99, 4.07], [-2.42, 4.20, 5.00], [1.82, 4.35, -0.75], [1.57, 3.21, -1.15], [2.64, 5.18, -1.46], [1.30, 4.82, 0.40], [2.87, 6.12, -1.20], [3.05, 4.83, -2.30], [0.69, 4.22, 0.94], [1.49, 5.74, 0.75], [-0.66, -5.11, -2.32], [-1.28, -6.03, -1.82], [-0.12, -5.21, -3.58], [-0.44, -3.92, -1.70], [0.41, -4.48, -4.02], [-0.26, -6.08, -4.07], [-0.80, -3.79, -0.77], [0.08, -3.16, -2.11], [-4.04, -7.31, 3.12], [-4.59, -8.27, 3.66], [-3.58, -7.36, 1.84], [-3.86, -6.13, 3.76], [-3.13, -6.59, 1.38], [-3.70, -8.22, 1.34], [-4.19, -6.05, 4.70], [-3.41, -5.35, 3.32], [5.76, 6.95, -2.57], [4.55, 7.08, -2.72], [6.32, 6.04, -1.74], [6.64, 7.74, -3.27], [7.31, 5.93, -1.64], [5.71, 5.40, -1.26], [6.25, 8.42, -3.90], [7.64, 7.67, -3.18], [-0.04, 5.47, -4.94], [-0.12, 6.25, -5.88], [1.05, 5.38, -4.14], [-1.07, 4.62, -4.61], [1.10, 4.75, -3.35], [1.82, 5.99, -4.33], [-1.89, 4.65, -5.18], [-1.02, 3.98, -3.84], [5.41, 2.19, -2.25], [5.99, 3.20, -1.87], [4.07, 2.05, -2.15], [6.09, 1.14, -2.82], [3.56, 1.23, -2.43], [3.55, 2.76, -1.67], [7.08, 1.23, -2.91], [5.63, 0.30, -3.12], [-8.60, -8.09, 3.23], [-8.49, -7.13, 2.49], [-9.83, -8.54, 3.65], [-7.53, -8.79, 3.71], [-9.96, -9.33, 4.25], [-10.64, -8.04, 3.31], [-6.60, -8.50, 3.44], [-7.63, -9.58, 4.31]]}

{"formula": "C13H46NO8", "method": "ωB97M-V/def2-TZVPD", "energy_ha": -1179.3392, "homo_lumo_gap_ev": 9.986, "total_charge": 1, "spin_multiplicity": 1, "homo_energy_ev": -12.4179, "elements": ["N", "H", "H", "H", "H", "C", "O", "H", "H", "H", "H", "C", "C", "C", "O", "H", "H", "H", "H", "H", "H", "H", "H", "C", "C", "C", "O", "H", "H", "H", "H", "H", "H", "H", "H", "C", "C", "C", "O", "H", "H", "H", "H", "H", "H", "H", "H", "C", "C", "C", "O", "H", "H", "H", "H", "H", "H", "H", "H", "O", "H", "H", "O", "H", "H", "O", "H", "H"], "positions_angstrom": [[-0.94, -0.33, 0.17], [-0.89, 0.21, 1.03], [-1.70, -0.99, 0.23], [-0.01, -0.70, 0.18], [-1.08, 0.37, -0.55], [-0.93, 4.20, 0.55], [-0.57, 4.51, -0.80], [-1.86, 4.70, 0.81], [-1.05, 3.14, 0.76], [-0.11, 4.63, 1.12], [0.38, 4.43, -0.85], [2.85, 2.87, 1.09], [2.76, 3.15, -0.38], [1.85, 2.18, -1.14], [2.36, 4.45, -0.60], [3.60, 3.48, 1.59], [3.25, 1.86, 1.19], [1.91, 2.88, 1.64], [3.73, 3.06, -0.87], [1.88, 2.33, -2.22], [0.85, 2.35, -0.76], [2.09, 1.12, -1.02], [3.12, 5.02, -0.48], [-3.94, -1.02, 1.45], [-4.10, -1.77, 0.12], [-4.84, -0.99, -0.95], [-2.80, -2.24, -0.26], [-4.94, -0.83, 1.84], [-3.53, -0.03, 1.27], [-3.25, -1.53, 2.13], [-4.67, -2.67, 0.37], [-4.37, -0.01, -1.06], [-5.91, -0.79, -0.83], [-4.67, -1.48, -1.91], [-2.95, -2.88, -0.95], [3.06, -2.74, 4.30], [2.12, -3.62, 3.47], [0.87, -2.90, 3.00], [2.81, -4.14, 2.37], [3.03, -1.71, 3.95], [4.06, -3.16, 4.18], [2.79, -2.85, 5.35], [1.84, -4.47, 4.09], [0.39, -3.63, 2.35], [1.03, -1.94, 2.51], [0.16, -2.72, 3.81], [2.18, -4.56, 1.79], [1.02, 0.14, -4.71], [0.68, -0.56, -3.38], [-0.47, -1.62, -3.56], [1.75, -1.18, -2.80], [0.09, 0.60, -5.03], [1.33, -0.58, -5.46], [1.86, 0.82, -4.54], [0.36, 0.19, -2.65], [-0.70, -2.03, -2.57], [-0.07, -2.47, -4.11], [-1.35, -1.21, -4.06], [2.01, -1.80, -3.49], [-0.77, 0.83, 2.43], [-0.32, 0.43, 3.18], [-1.32, 1.51, 2.83], [-1.74, 1.91, -1.40], [-1.28, 2.75, -1.46], [-2.54, 2.10, -0.93], [1.59, -1.24, -0.20], [2.44, -1.65, 0.01], [1.59, -1.17, -1.16]]}

{"formula": "C13H4BF7NO3PdS2", "method": "ωB97M-V/def2-TZVPD", "relative_energy_kcal_mol": 0.00, "energy_ha": -2426.6545, "homo_lumo_gap_ev": 7.252, "total_charge": -1, "spin_multiplicity": 1, "homo_energy_ev": -4.8210, "elements": ["Pd", "F", "C", "C", "F", "C", "F", "C", "S", "C", "F", "C", "F", "O", "C", "N", "S", "O", "O", "C", "C", "C", "C", "C", "C", "H", "H", "H", "H", "F", "B", "F"], "positions_angstrom": [[0.59, 0.25, -0.74], [7.23, 1.49, 1.82], [6.12, 1.52, 1.07], [5.11, 0.60, 1.27], [5.24, -0.32, 2.23], [3.97, 0.64, 0.49], [3.03, -0.27, 0.74], [3.78, 1.58, -0.53], [2.38, 1.66, -1.57], [4.83, 2.49, -0.70], [4.75, 3.43, -1.65], [5.97, 2.47, 0.07], [6.95, 3.36, -0.13], [-2.36, 1.13, -2.11], [-2.41, 0.50, -1.07], [-1.38, 0.38, -0.16], [-1.75, -0.61, 1.05], [-0.92, -1.81, 0.90], [-1.70, -0.01, 2.35], [-3.40, -0.95, 0.54], [-4.37, -1.74, 1.14], [-5.59, -1.84, 0.49], [-5.82, -1.16, -0.71], [-4.84, -0.36, -1.28], [-3.62, -0.27, -0.63], [-4.18, -2.27, 2.06], [-6.38, -2.45, 0.91], [-6.78, -1.25, -1.19], [-5.00, 0.17, -2.21], [-0.79, -2.20, -1.46], [0.15, -1.68, -0.65], [1.20, -2.47, -0.34]]}